ORCA calculation (the ωB97M-V functional and the def2-TZVPD basis) on a 2-piece molecular cluster, C2H10N3O overall at a distorted geometry.

## Properties
electronic energy	-8748.4415	eV
HOMO-LUMO gap	11.78	eV
ΔE to the lowest compared entry with this formula, charge and spin	16.1	kcal per mole
maximum force	2.2	eV/Å
multiplicity	1
net charge	+1
LUMO level	-2.89	eV
HOMO	-14.670	eV

Element x y z (Å)
C -1.718 -1.453 -1.581
N -1.323 -0.223 -0.854
C -0.365 0.037 0.009
N -0.562 0.985 0.947
N 0.783 -0.629 0.044
H -0.863 -2.112 -1.773
H -1.900 -1.088 -2.584
H -2.509 -1.994 -1.076
H -1.982 0.490 -1.132
H 0.004 0.965 1.779
H -1.435 1.471 1.021
H 1.491 -0.347 0.707
H 0.970 -1.359 -0.623
H 3.464 1.670 1.013
H 3.218 1.855 2.463
O 2.728 1.731 1.640

=====

ORCA calculation (the ωB97M-V functional and the def2-TZVPD basis) on C2H10N3OSn as an isolated structure at a distorted geometry.

## Properties
electronic energy	-14581.5997	eV
HOMO-LUMO gap (spin up / spin down)	4.50 / 4.50	eV
ΔE to the lowest compared entry with this formula, charge and spin	72.4	kcal per mole
maximum force	13.3	eV/Å
multiplicity	1
net charge	-1
LUMO level (spin up / spin down)	3.63 / 3.63	eV
HOMO (spin up / spin down)	-0.866 / -0.868	eV

Element x y z (Å)
C -1.139 -0.887 1.455
Sn 0.000 0.000 0.000
N 1.414 0.905 -1.532
N -1.370 -0.898 -1.564
H 2.270 0.349 -1.672
H -0.666 1.304 0.432
H -1.009 -0.421 2.442
H -0.775 -1.935 1.496
H -2.210 -0.874 1.186
H -0.941 -1.558 -2.228
H -1.830 -0.179 -2.140
H -2.133 -1.416 -1.106
H 1.030 1.076 -2.471
H 1.737 1.820 -1.190
O 2.773 1.339 3.399
C 2.005 0.968 2.457
N 1.209 0.584 1.482

=====

ORCA calculation (the ωB97M-V functional and the def2-TZVPD basis) on C2H10N3Zr as an isolated structure at a distorted geometry.

## Properties
electronic energy	-7978.0988	eV
HOMO-LUMO gap	8.44	eV
maximum force	3.3	eV/Å
multiplicity	1
net charge	+1
LUMO level	-5.28	eV
HOMO	-13.726	eV

Element x y z (Å)
C -2.050 0.629 -1.108
Zr -0.363 0.888 0.156
N 1.595 0.217 1.724
N 0.876 -0.556 -1.325
H 1.376 -0.683 2.162
H -0.185 2.600 0.224
H -2.930 1.070 -0.497
H -1.822 -0.530 -0.952
H -1.883 1.040 -2.151
H 1.038 -1.462 -0.882
H 1.785 -0.162 -1.574
H 0.378 -0.745 -2.200
H 2.487 0.113 1.225
H 1.717 0.904 2.476
N -1.015 -2.224 1.528
C -1.005 -1.100 1.194

=====

ORCA calculation (the ωB97M-V functional and the def2-TZVPD basis) on one molecule with the formula C2H10N4 at a distorted geometry.

## Properties
electronic energy	-8192.5723	eV
HOMO-LUMO gap	8.94	eV
ΔE to the lowest compared entry with this formula, charge and spin	98.3	kcal per mole
maximum force	3.3	eV/Å
multiplicity	1
net charge	0
LUMO level	1.14	eV
HOMO	-7.801	eV

Element x y z (Å)
C -0.638 1.268 -0.786
N 0.665 -0.143 0.869
N 0.805 0.247 2.238
H 1.319 0.016 0.109
H 0.481 1.207 2.367
H 1.786 0.250 2.514
H -1.518 1.561 -0.216
H -0.791 1.519 -1.836
H 0.254 1.832 -0.505
N 0.249 -0.921 -1.788
C -0.551 -0.870 0.463
N -0.818 -0.462 -0.897
H -0.169 -1.164 -2.688
H 0.696 -1.797 -1.512
H -0.380 -1.950 0.555
H -1.390 -0.594 1.112

=====

ORCA calculation (the ωB97M-V functional and the def2-TZVPD basis) on a 2-piece molecular cluster, C2H10N4 overall at a distorted geometry.

## Properties
electronic energy	-8194.2175	eV
HOMO-LUMO gap	9.51	eV
ΔE to the lowest compared entry with this formula, charge and spin	60.4	kcal per mole
maximum force	4.9	eV/Å
multiplicity	1
net charge	0
LUMO level	0.74	eV
HOMO	-8.772	eV

Element x y z (Å)
N 1.978 0.840 -1.184
C 1.951 -0.582 -1.039
N 3.301 -1.179 -0.965
H 1.288 1.415 -0.877
H 2.734 1.109 -1.815
H 1.335 -0.843 -0.116
H 1.176 -1.164 -1.745
H 3.808 -1.105 -1.875
H 3.970 -0.641 -0.246
N -2.142 0.739 1.694
C -3.430 0.458 1.093
N -4.108 -0.430 1.753
H -1.352 0.971 1.014
H -2.015 0.640 2.715
H -3.467 0.540 -0.010
H -5.028 -0.769 1.601

=====

ORCA calculation (the ωB97M-V functional and the def2-TZVPD basis) on a 2-piece molecular cluster, C2H10N4 overall at a distorted geometry.

## Properties
electronic energy	-8195.3421	eV
HOMO-LUMO gap	9.97	eV
ΔE to the lowest compared entry with this formula, charge and spin	34.4	kcal per mole
maximum force	3.0	eV/Å
multiplicity	1
net charge	0
LUMO level	0.69	eV
HOMO	-9.285	eV

Element x y z (Å)
N -0.584 3.177 -1.861
C -1.710 2.233 -1.970
N -1.543 0.820 -1.464
H 0.206 2.904 -2.393
H -0.261 3.093 -0.844
H -2.522 2.718 -1.315
H -2.063 2.184 -3.064
H -0.996 0.288 -2.234
H -0.832 0.829 -0.733
N 1.144 -3.193 3.098
C 1.322 -2.333 1.977
N 2.370 -1.626 1.947
H 1.977 -3.715 3.427
H 0.256 -3.750 3.236
H 0.543 -2.331 1.209
H 2.691 -1.298 0.983

=====

ORCA calculation (the ωB97M-V functional and the def2-TZVPD basis) on a 2-piece molecular cluster, C2H10N4 overall at a distorted geometry.

## Properties
electronic energy	-8195.2715	eV
HOMO-LUMO gap	9.89	eV
ΔE to the lowest compared entry with this formula, charge and spin	36.1	kcal per mole
maximum force	3.1	eV/Å
multiplicity	1
net charge	0
LUMO level	0.80	eV
HOMO	-9.096	eV

Element x y z (Å)
N 0.029 -2.031 -0.301
C -1.234 -1.448 -0.764
N -2.267 -1.510 0.224
H 0.298 -1.506 0.526
H -0.157 -2.973 0.012
H -1.499 -1.968 -1.694
H -1.013 -0.419 -1.096
H -3.066 -0.925 0.005
H -1.999 -1.239 1.157
N 0.285 2.206 0.554
C 1.283 1.598 -0.200
N 2.400 1.504 0.419
H -0.662 1.848 0.554
H 0.538 2.365 1.519
H 0.782 1.147 -1.055
H 3.222 1.734 -0.122

=====

ORCA calculation (the ωB97M-V functional and the def2-TZVPD basis) on a 2-piece molecular cluster, C2H10NO overall at a distorted geometry.

## Properties
electronic energy	-5766.5679	eV
HOMO-LUMO gap	13.10	eV
ΔE to the lowest compared entry with this formula, charge and spin	25.7	kcal per mole
maximum force	1.4	eV/Å
multiplicity	1
net charge	+1
LUMO level	-3.27	eV
HOMO	-16.372	eV

Element x y z (Å)
N -2.499 -0.971 0.476
H -3.122 -0.432 -0.120
H -2.632 -0.677 1.446
H -1.041 -0.307 0.417
H -2.777 -1.938 0.384
C 1.075 0.873 0.286
O 0.010 -0.210 0.262
C 1.990 0.544 -0.875
H 1.477 0.866 1.284
H 0.493 1.768 0.110
H 0.338 -0.976 -0.207
H 2.320 -0.484 -0.768
H 2.893 1.152 -0.896
H 1.476 0.790 -1.799

=====

ORCA calculation (the ωB97M-V functional and the def2-TZVPD basis) on a 2-piece molecular cluster, C2H10NO overall at a distorted geometry.

## Properties
electronic energy	-5751.8666	eV
HOMO-LUMO gap (spin up / spin down)	14.80 / 7.64	eV
ΔE to the lowest compared entry with this formula, charge and spin	6.8	kcal per mole
maximum force	2.8	eV/Å
multiplicity	2
net charge	+2
LUMO level (spin up / spin down)	-8.10 / -15.07	eV
⟨S²⟩	0.75
HOMO (spin up / spin down)	-22.899 / -22.707	eV

Element x y z (Å)
N 0.731 0.324 2.225
H 1.268 1.159 2.523
H 0.202 0.543 1.307
H -0.048 0.049 2.843
H 1.352 -0.507 2.129
C 0.275 0.066 -1.103
O -0.262 0.993 -0.194
C -0.946 -0.853 -1.530
H 1.002 -0.645 -0.651
H 0.765 0.589 -1.947
H -0.705 1.666 -0.764
H -1.722 -0.238 -2.027
H -1.292 -1.447 -0.676
H -0.621 -1.699 -2.136

=====

ORCA calculation (the ωB97M-V functional and the def2-TZVPD basis) on C2H10NO2 as an isolated structure at a distorted geometry.

## Properties
electronic energy	-7805.8055	eV
HOMO-LUMO gap	4.36	eV
ΔE to the lowest compared entry with this formula, charge and spin	212.3	kcal per mole
maximum force	1.4	eV/Å
multiplicity	1
net charge	+1
LUMO level	-10.39	eV
HOMO	-14.747	eV

Element x y z (Å)
C 1.587 -0.709 -0.707
C 2.014 0.598 -0.740
N -1.920 0.799 -1.123
H 1.800 -1.434 -1.475
H 2.556 0.974 -1.603
H 1.959 1.189 0.165
H -2.761 1.220 -0.729
H -1.958 0.681 -2.124
H -1.571 0.003 -0.550
H -0.051 1.166 2.171
H -0.450 -0.279 1.207
O 0.231 0.291 1.821
H -1.590 -1.791 0.881
H 0.862 -0.910 0.074
O -1.111 -1.060 0.454

=====

ORCA calculation (the ωB97M-V functional and the def2-TZVPD basis) on a 3-piece molecular cluster, C2H10NO2 overall at a distorted geometry.

## Properties
electronic energy	-7813.5218	eV
HOMO-LUMO gap	11.76	eV
ΔE to the lowest compared entry with this formula, charge and spin	34.3	kcal per mole
maximum force	4.2	eV/Å
multiplicity	1
net charge	+1
LUMO level	-3.17	eV
HOMO	-14.932	eV

Element x y z (Å)
C -0.113 -0.320 -1.536
C -0.123 -1.506 -2.208
N 0.746 -0.202 -0.191
H -0.767 0.573 -1.637
H -0.748 -1.537 -3.149
H 0.534 -2.329 -2.275
H 1.449 -1.023 -0.170
H 0.005 -0.259 0.584
H 1.016 0.822 -0.134
H 0.409 2.827 2.163
H 1.688 2.682 1.260
O 0.795 2.337 1.335
H -2.342 -0.290 1.834
H -1.166 -1.257 2.334
O -1.383 -0.518 1.791

=====

ORCA calculation (the ωB97M-V functional and the def2-TZVPD basis) on a 3-piece molecular cluster, C2H10NO2S overall at a distorted geometry.

## Properties
electronic energy	-18657.2721	eV
HOMO-LUMO gap	5.63	eV
ΔE to the lowest compared entry with this formula, charge and spin	16.0	kcal per mole
maximum force	1.8	eV/Å
multiplicity	1
net charge	-1
LUMO level	3.18	eV
HOMO	-2.448	eV

Element x y z (Å)
C 0.670 -1.506 -1.081
C -0.211 -1.238 -2.254
S -0.675 0.559 -2.472
N 0.228 -1.028 0.220
H 1.709 -1.187 -1.218
H 0.800 -2.599 -0.960
H -1.151 -1.775 -2.103
H 0.193 -1.624 -3.192
H -0.763 -0.894 0.330
H 0.570 -0.091 0.413
H 2.557 -0.450 2.756
H 1.408 -1.243 2.158
O 1.681 -0.739 2.929
H -2.021 4.316 0.840
H -2.244 4.970 2.169
O -2.748 4.530 1.466

=====

ORCA calculation (the ωB97M-V functional and the def2-TZVPD basis) on a 2-piece molecular cluster, C2H10NS2 overall.

## Properties
electronic energy	-25390.3426	eV
HOMO-LUMO gap	9.52	eV
ΔE to the lowest compared entry with this formula, charge and spin	4.0	kcal per mole
maximum force	0.2	eV/Å
multiplicity	1
net charge	+1
LUMO level	-3.51	eV
HOMO	-13.033	eV

Element x y z (Å)
C -0.392 1.918 1.251
N 0.607 1.772 0.150
H -0.546 0.947 1.706
H -0.027 2.632 1.982
H -1.332 2.260 0.824
H 0.395 0.929 -0.420
H 1.557 1.646 0.506
H 0.615 2.583 -0.468
C -0.993 -2.452 -0.950
S -0.014 -1.010 -1.421
S 1.918 -1.561 -0.943
H -0.669 -3.305 -1.530
H -2.027 -2.218 -1.193
H -0.891 -2.653 0.110
H 1.801 -1.489 0.396

=====

ORCA calculation (the ωB97M-V functional and the def2-TZVPD basis) on a 2-piece molecular cluster, C2H10NS2 overall.

## Properties
electronic energy	-25389.6179	eV
HOMO-LUMO gap	9.11	eV
ΔE to the lowest compared entry with this formula, charge and spin	20.7	kcal per mole
maximum force	0.6	eV/Å
multiplicity	1
net charge	+1
LUMO level	-3.94	eV
HOMO	-13.055	eV

Element x y z (Å)
C -0.476 0.441 0.830
C -0.119 1.239 -0.398
S -1.609 1.752 -1.310
N 0.812 -0.116 1.438
H -1.083 -0.433 0.589
H -0.987 0.978 1.624
H 0.511 0.627 -1.050
H 0.449 2.130 -0.117
H -0.894 2.406 -2.237
H 0.632 -0.538 2.355
H 1.506 0.625 1.528
H 1.187 -0.846 0.823
S -0.221 -3.174 -0.922
H -0.204 -3.060 -2.263
H 0.498 -2.030 -0.891

=====

ORCA calculation (the ωB97M-V functional and the def2-TZVPD basis) on an isolated ion of composition C2H10NSi and charge +1 at a distorted geometry.

## Properties
electronic energy	-11595.3115	eV
HOMO-LUMO gap	10.90	eV
ΔE to the lowest compared entry with this formula, charge and spin	71.4	kcal per mole
maximum force	4.7	eV/Å
multiplicity	1
net charge	+1
LUMO level	-4.08	eV
HOMO	-14.985	eV

Element x y z (Å)
C -0.644 -0.047 -0.699
C 0.476 -0.100 0.364
N -0.314 -1.306 -1.603
Si 0.518 1.481 1.648
H -1.492 -0.138 -0.181
H -0.767 0.819 -1.378
H 0.289 -0.810 1.159
H 1.346 -0.352 -0.213
H 0.161 -2.104 -1.132
H 0.371 -1.014 -2.483
H -1.269 -1.656 -1.791
H -0.909 1.563 2.026
H 1.174 2.783 1.401
H 1.060 0.881 2.880

=====

ORCA calculation (the ωB97M-V functional and the def2-TZVPD basis) on a 3-piece molecular cluster, C2H10O2S2 overall at a distorted geometry.

## Properties
electronic energy	-28000.8796	eV
HOMO-LUMO gap	8.26	eV
ΔE to the lowest compared entry with this formula, charge and spin	28.6	kcal per mole
maximum force	1.1	eV/Å
multiplicity	1
net charge	0
LUMO level	0.61	eV
HOMO	-7.652	eV

Element x y z (Å)
C -0.589 -1.985 -1.143
S -0.643 -0.163 -1.150
S -0.887 0.474 0.820
C -1.565 -0.667 2.077
H -1.529 -2.401 -0.821
H 0.198 -2.244 -0.447
H -0.372 -2.312 -2.155
H -2.593 -0.358 2.261
H -0.972 -0.419 2.957
H -1.456 -1.712 1.846
H 2.516 1.251 -0.117
H 3.581 0.284 0.355
O 2.814 0.774 0.661
H 1.208 3.356 -2.022
H 0.026 3.028 -1.096
O 0.263 3.095 -2.026